# C6H14O

2 unconnected molecules or ions with the total composition C6H14O (ωB97M-V/def2-TZVPD, OMol25).

Last column: natural (NBO) charge in e.
CARTESIAN COORDINATES (ANGSTROEM)
C (2.441, -1.615, -0.648)  -0.26
O (2.276, -0.858, 0.561)  -0.48
C (2.388, 0.434, 0.442)  0.07
C (-0.810, 0.559, 0.014)  -0.23
C (-1.527, 1.885, 0.266)  -0.60
C (-1.319, -0.121, -1.257)  -0.60
C (-0.932, -0.374, 1.219)  -0.61
H (2.703, -0.933, -1.460)  0.21
H (1.495, -2.125, -0.851)  0.19
H (3.228, -2.352, -0.471)  0.19
H (0.254, 0.790, -0.144)  0.20
H (2.190, 0.779, 1.487)  0.08
H (-1.141, 2.371, 1.169)  0.21
H (-2.606, 1.731, 0.403)  0.20
H (-1.387, 2.576, -0.573)  0.21
H (-0.802, -1.074, -1.429)  0.20
H (-1.159, 0.509, -2.139)  0.21
H (-2.393, -0.336, -1.184)  0.20
H (-0.331, -1.282, 1.084)  0.21
H (-1.976, -0.680, 1.370)  0.20
H (-0.591, 0.115, 2.139)  0.21

HOMO-LUMO gap ... 9.511 eV
LUMO level ... 0.811 eV
Energy above the lowest of the compared OMol25 structures with the same formula, charge and spin ... 3.513 eV



# C4H6O

2 unconnected molecules or ions with the total composition C4H6O in a non-equilibrium geometry (ωB97M-V/def2-TZVPD, OMol25).

Last column: natural (NBO) charge in e.
CARTESIAN COORDINATES (ANGSTROEM)
C (-0.931, 0.378, -0.141)  -0.45
C (-1.149, -0.906, 0.621)  -0.18
C (-0.829, -1.057, -0.625)  -0.16
C (1.789, 0.072, 0.036)  0.21
O (1.391, -1.054, 0.080)  -0.51
H (-1.981, 0.797, -0.369)  0.20
H (-1.437, -1.327, 1.644)  0.23
H (-0.448, -1.776, -1.331)  0.24
H (1.787, 0.612, -1.001)  0.12
H (1.732, 0.655, 0.944)  0.13
H (-0.036, 1.016, -0.045)  0.17

HOMO-LUMO gap ... 10.062 eV
LUMO level ... 0.956 eV
Structure (SMILES) ... C1=CC1.C=O
Energy above the lowest of the compared OMol25 structures with the same formula, charge and spin ... 4.099 eV



# C25H32IrN5O6S4

A molecular structure, C25H32IrN5O6S4 in a non-equilibrium geometry (ωB97M-V/def2-TZVPD, OMol25).

Last column: Mulliken charge in e.
CARTESIAN COORDINATES (ANGSTROEM)
Ir (-0.780, 1.476, 0.245)  2.34
O (-4.134, 1.334, 2.941)  -0.66
C (-2.997, 1.191, 2.589)  0.01
O (-2.490, 0.737, 1.552)  -0.65
C (-1.897, 1.640, 3.734)  -0.28
C (-0.609, 0.819, 3.619)  -0.14
C (0.222, 1.090, 4.891)  -0.94
C (0.774, 2.497, 4.593)  -0.93
C (0.100, 2.797, 3.241)  -0.07
O (0.128, 1.512, 2.610)  -0.56
C (-1.389, 3.034, 3.502)  -0.12
C (-2.136, 3.717, 2.171)  0.10
O (-3.109, 4.345, 2.475)  -0.64
O (-1.549, 3.494, 1.113)  -0.84
H (-2.441, 1.512, 4.666)  0.46
H (-0.741, -0.226, 3.347)  0.62
H (1.015, 0.351, 4.987)  0.32
H (-0.391, 1.055, 5.789)  0.40
H (1.857, 2.481, 4.465)  0.29
H (0.522, 3.231, 5.354)  0.44
H (0.590, 3.540, 2.615)  0.50
H (-1.614, 3.741, 4.299)  0.49
C (-2.857, -0.111, -3.490)  -1.02
S (-3.077, 0.754, -1.888)  0.79
C (-4.396, 1.877, -2.460)  -1.12
O (-1.881, 1.666, -1.782)  -0.72
H (-2.696, 0.607, -4.284)  0.35
H (-3.751, -0.691, -3.682)  0.42
H (-2.006, -0.776, -3.406)  0.30
H (-5.281, 1.293, -2.681)  0.44
H (-4.057, 2.413, -3.339)  0.35
H (-4.611, 2.572, -1.655)  0.37
S (2.369, -5.572, 0.031)  -0.18
C (1.249, -4.403, -0.305)  0.05
S (1.543, -2.715, 0.090)  0.10
C (-0.060, -2.324, -0.593)  0.07
N (-0.663, -3.381, -1.014)  -0.77
N (0.019, -4.517, -0.877)  0.67
C (-0.615, -5.680, -1.382)  0.98
C (-1.999, -5.618, -1.574)  -0.27
C (-2.671, -6.701, -2.104)  -0.68
C (-1.981, -7.854, -2.443)  -0.40
C (-0.609, -7.912, -2.262)  -0.81
C (0.081, -6.830, -1.742)  -0.45
S (-0.675, -0.779, -0.891)  0.03
H (-2.537, -4.721, -1.311)  0.50
H (-3.740, -6.649, -2.258)  0.38
H (-2.508, -8.702, -2.851)  0.40
H (-0.065, -8.802, -2.540)  0.39
H (1.151, -6.895, -1.642)  0.18
C (4.412, 0.082, -0.497)  -0.68
C (3.645, 0.147, 0.815)  -0.63
N (2.407, 0.853, 0.569)  0.66
C (2.245, 1.835, -0.345)  0.45
N (1.074, 2.446, -0.359)  -0.38
C (0.931, 3.659, -1.141)  -0.77
C (1.675, 3.517, -2.464)  -0.71
C (3.132, 3.188, -2.168)  -0.63
N (3.243, 2.107, -1.204)  0.10
C (4.552, 1.505, -1.022)  -0.68
H (3.853, -0.522, -1.214)  0.22
H (5.395, -0.362, -0.351)  0.43
H (4.241, 0.663, 1.582)  0.35
H (3.412, -0.853, 1.186)  0.37
H (1.655, 0.767, 1.239)  -0.36
H (1.331, 4.499, -0.558)  0.29
H (-0.134, 3.830, -1.299)  0.37
H (1.616, 4.442, -3.035)  0.41
H (1.214, 2.714, -3.041)  0.25
H (3.643, 4.076, -1.773)  0.30
H (3.638, 2.876, -3.086)  0.42
H (5.141, 2.101, -0.315)  0.26
H (5.071, 1.515, -1.982)  0.41

HOMO-LUMO gap (spin up / spin down) ... 5.199 / 3.030 eV
Expectation value of S² ... 0.8185
LUMO level (spin up / spin down) ... -4.488 / -6.656 eV
2S+1 ... 2
Net charge ... +1



# H2N2O2

2 unconnected molecules or ions with the total composition H2N2O2 in a non-equilibrium geometry (ωB97M-V/def2-TZVPD, OMol25).

Last column: natural (NBO) charge in e.
CARTESIAN COORDINATES (ANGSTROEM)
N (-1.106, 1.805, 1.008)  0.27
N (0.183, -0.222, -0.316)  -0.28
O (-0.086, 1.820, 0.260)  -0.26
O (0.682, -1.206, -1.011)  -0.51
H (0.255, 0.667, -0.741)  0.31
H (0.489, -2.107, -0.748)  0.48

HOMO-LUMO gap (spin up / spin down) ... 7.896 / 8.034 eV
LUMO level (spin up / spin down) ... -0.829 / -1.393 eV
Energy above the lowest of the compared OMol25 structures with the same formula, charge and spin ... 5.205 eV



# C3H5NO2

C3H5NO2 in the gas phase in a non-equilibrium geometry (ωB97M-V/def2-TZVPD, OMol25).

Last column: natural (NBO) charge in e.
CARTESIAN COORDINATES (ANGSTROEM)
O (2.723, -0.459, 0.012)  -0.59
C (1.569, -0.200, -0.232)  0.89
N (0.535, -0.644, 0.609)  -0.67
C (-0.804, -0.289, 0.513)  0.00
C (-1.302, 0.838, -0.033)  -0.52
O (1.025, 0.425, -1.291)  -0.70
H (0.804, -1.410, 1.199)  0.42
H (-0.007, 0.102, -1.284)  0.51
H (-1.484, -1.011, 0.963)  0.21
H (-0.684, 1.677, -0.349)  0.23
H (-2.376, 0.971, -0.107)  0.22

HOMO-LUMO gap ... 10.133 eV
LUMO level ... 0.640 eV
Structure (SMILES) ... C=CNC(=O)O
Energy above the lowest of the compared OMol25 structures with the same formula, charge and spin ... 1.112 eV



# C4H9BrFOP

2 unconnected molecules or ions with the total composition C4H9BrFOP in a non-equilibrium geometry (ωB97M-V/def2-TZVPD, OMol25).

Last column: natural (NBO) charge in e.
CARTESIAN COORDINATES (ANGSTROEM)
C (1.813, 1.704, -1.319)  -0.66
C (-1.227, -1.670, 1.599)  -0.73
C (1.094, 1.268, -0.018)  -0.09
C (-1.564, -1.360, 0.187)  0.47
O (0.655, -0.165, 0.064)  -0.83
F (-2.596, -1.978, -0.243)  -0.29
P (-0.364, -0.625, -1.062)  0.95
Br (-2.752, 1.281, 0.552)  -0.65
H (2.219, 2.631, -1.144)  0.23
H (2.692, 1.107, -1.486)  0.21
H (1.231, 1.900, -2.225)  0.23
H (-0.566, -0.933, 2.093)  0.28
H (-2.020, -1.902, 2.217)  0.25
H (-0.651, -2.504, 1.352)  0.24
H (0.153, 1.939, 0.267)  0.25
H (1.955, 1.202, 0.742)  0.20
H (-0.071, -1.893, -1.578)  -0.08

HOMO-LUMO gap (spin up / spin down) ... 7.281 / 7.282 eV
LUMO level (spin up / spin down) ... -1.121 / -1.121 eV
Energy above the lowest of the compared OMol25 structures with the same formula, charge and spin ... 1.953 eV



| no. | electronic energy (eV) | M (g/mol) |
| --- | --- | --- |
| 1 | -8493.3795 | 102.2 |
| 2 | -6287.8187 | 70.1 |
| 3 | -92349.8383 | 819.0 |
| 4 | -7100.3747 | 62.0 |
| 5 | -8776.5826 | 87.1 |
| 6 | -88387.4261 | 203.0 |